1.
{
  "formula": "C4H7FS",
  "method": "ωB97M-V/def2-TZVPD",
  "elements": ["C", "C", "H", "H", "F", "H", "C", "H", "H", "S", "H", "H", "C"],
  "positions_angstrom": [[-0.06501, 0.24964, 0.51261], [0.93582, -0.87577, 0.30806], [0.93053, -1.82506, 0.99695], [-1.93146, 1.22743, 0.22271], [-1.83433, -0.79725, -0.92478], [-0.96549, 2.10985, -1.39533], [-1.53078, -0.07846, 0.30132], [-0.15712, 0.77147, 1.52316], [1.94571, 0.28442, -0.93703], [0.23757, 1.87431, -0.27709], [-1.92179, -0.59437, 1.21993], [2.53911, -1.52776, -0.88172], [1.81724, -0.81845, -0.66878]],
  "forces_ev_per_angstrom": [[-0.71, 1.02, 0.96], [-0.45, -1.77, 1.40], [-0.66, 1.91, -1.32], [0.09, -4.62, 0.33], [0.57, 1.33, 2.31], [2.88, -1.05, 2.47], [-1.52, 2.84, -0.61], [0.62, -1.68, -0.49], [0.06, -1.94, -0.95], [-1.51, 1.24, -3.14], [-0.11, 0.10, -1.39], [1.14, -1.33, -0.45], [-0.39, 3.93, 0.87]],
  "e_above_lowest_kj_mol": 402.99,
  "lumo_ev": 0.280,
  "charge": 0,
  "largest_force_ev_per_a": 4.6,
  "gap_ev": 9.5,
  "energy_ha": -654.51149
}

2.
{
  "formula": "H8NaO4",
  "method": "ωB97M-V/def2-TZVPD",
  "elements": ["H", "H", "Na", "H", "H", "H", "H", "O", "H", "O", "O", "H", "O"],
  "positions_angstrom": [[-1.03716, 0.21555, 1.32634], [1.79036, 0.29546, 1.09720], [-0.03094, 0.03135, -0.57553], [-2.17793, -0.82461, -1.50005], [1.07623, -1.97855, -0.50760], [2.05906, -1.17209, -1.32952], [-0.78699, 1.66304, 1.69251], [1.25192, 0.65346, 0.39139], [0.78434, 1.38533, 0.79383], [-1.62232, -0.51056, -0.78668], [-0.57409, 1.00093, 1.03484], [-1.89769, 0.39582, -0.64922], [1.16521, -1.15514, -0.98753]],
  "forces_ev_per_angstrom": [[-0.40, -0.39, 0.60], [0.71, 0.11, -0.02], [-0.13, 3.26, -3.03], [-0.50, -0.41, -0.06], [0.10, -0.63, -0.07], [0.33, -0.09, -0.19], [-0.69, 0.41, 0.39], [9.44, 2.38, 2.51], [1.79, 0.13, -0.08], [-6.67, -2.23, -1.33], [-6.82, 2.04, 3.31], [-0.97, 0.37, 0.06], [3.82, -4.96, -2.08]],
  "e_above_lowest_kj_mol": 675.99,
  "lumo_ev": -3.752,
  "charge": 1,
  "largest_force_ev_per_a": 10.1,
  "gap_ev": 11.1,
  "energy_ha": -467.66235
}

3.
{
  "formula": "C12H14CdIN3O3",
  "method": "ωB97M-V/def2-TZVPD",
  "elements": ["H", "O", "C", "C", "C", "Cd", "H", "O", "C", "H", "C", "H", "C", "N", "H", "O", "H", "H", "H", "C", "H", "N", "C", "H", "H", "H", "H", "I", "C", "N", "C", "C", "C", "H"],
  "positions_angstrom": [[-0.71975, 1.12251, 4.91778], [-0.50425, -1.11824, 4.16284], [-0.52426, -3.82246, -3.39381], [0.10957, -3.11921, -2.36384], [-0.80749, -1.68411, -4.62414], [1.51535, -0.74283, -0.85943], [0.55038, -3.68129, -1.52276], [-1.28578, 1.42872, 4.16320], [-0.18205, -1.05921, -3.51497], [-0.12370, -0.61896, 1.83604], [-1.06416, -3.09113, -4.50181], [-1.18063, -1.01816, -5.41360], [0.08506, 0.40781, -3.43710], [0.69812, 0.84303, -2.28062], [1.21079, 0.87879, 1.65613], [0.49432, 0.20669, 5.61548], [-0.46416, 3.35480, -5.08045], [0.65351, 4.19416, -2.93506], [-0.51439, 0.86261, 0.57848], [0.51149, 3.12323, -3.09290], [-1.52388, 1.78536, 2.24452], [0.26470, -0.93575, 5.10830], [0.91931, 2.19054, -2.13500], [-0.78392, 0.89675, -5.33040], [-0.73406, -4.90864, -3.35661], [1.44699, 2.51038, -1.23066], [0.27591, 2.05239, 3.11904], [4.09458, -0.94293, -1.06328], [0.05679, 0.48754, 1.55330], [0.26663, -1.77392, -2.43148], [-0.13989, 2.70911, -4.26114], [-0.29001, 1.31934, -4.43890], [-0.70368, 1.55844, 2.98463], [-1.60045, -3.49333, -5.36717]],
  "forces_ev_per_angstrom": [[1.06, -0.46, -0.15], [-0.03, 1.20, 0.12], [-1.39, 0.47, -1.22], [-0.06, 0.21, -1.14], [-0.02, -0.62, 2.15], [-0.33, 0.54, 0.84], [-0.33, 0.65, -0.34], [-1.37, -0.76, -0.41], [0.45, -1.20, 0.33], [0.52, 1.62, -0.65], [1.21, 1.66, 0.04], [0.15, -0.92, 0.16], [0.53, 1.30, 1.11], [-0.56, 1.83, -1.47], [-2.81, -1.28, -0.60], [-1.34, 0.34, -1.19], [0.15, 0.09, 0.59], [0.14, -0.41, 0.16], [1.26, -0.75, 2.06], [-0.44, 0.35, -0.31], [1.26, 0.95, 1.00], [1.49, -2.00, 1.14], [-0.37, -1.27, -0.65], [0.39, 0.61, 0.48], [0.43, 0.84, 0.20], [-0.27, -0.23, -0.31], [-0.80, 0.45, -0.67], [0.32, -0.10, 0.09], [1.06, -0.57, 0.04], [-0.71, -0.87, -0.84], [0.61, -1.62, 0.18], [-0.49, -0.41, 0.14], [0.09, 0.91, -1.54], [0.20, -0.54, 0.69]],
  "e_above_lowest_kj_mol": 168.23,
  "lumo_ev": -2.127,
  "charge": 0,
  "largest_force_ev_per_a": 3.1,
  "gap_ev": 3.6,
  "energy_ha": -1320.86437
}

4.
{
  "formula": "C21H56O23S7V",
  "method": "ωB97M-V/def2-TZVPD",
  "elements": ["H", "O", "C", "H", "O", "C", "O", "H", "O", "H", "C", "H", "C", "H", "O", "O", "H", "C", "S", "S", "H", "H", "O", "C", "V", "H", "O", "O", "H", "H", "H", "O", "O", "O", "C", "C", "H", "H", "C", "H", "H", "H", "H", "O", "S", "H", "S", "O", "O", "C", "H", "H", "O", "C", "H", "H", "H", "O", "H", "C", "O", "C", "C", "H", "H", "C", "H", "C", "H", "O", "H", "H", "C", "H", "H", "S", "C", "H", "C", "O", "H", "H", "C", "H", "C", "H", "S", "H", "S", "H", "H", "H", "O", "H", "H", "H", "H", "H", "H", "H", "H", "H", "H", "O", "O", "H", "H", "H"],
  "positions_angstrom": [[-6.02079, 0.01880, -1.11563], [-1.03735, -2.33748, -3.02098], [0.30544, -4.12417, -0.50599], [-1.00650, 5.36186, -1.42966], [0.96907, 1.13192, -0.29609], [1.56649, -3.93922, 2.55723], [1.94484, 5.10745, -3.59232], [0.38407, 1.29010, 5.54684], [-1.85185, 1.67034, 0.84424], [-1.32215, 2.42794, -2.30097], [-4.28489, -1.07887, -0.49280], [-6.18710, -0.76830, 0.54001], [-1.47374, 3.20594, -1.55376], [3.28388, -1.05456, 6.29943], [4.86036, 2.10860, 0.23301], [-1.93486, -0.27671, -4.03785], [5.71803, -0.35325, 5.40380], [0.92015, 1.71787, -5.96986], [-2.86524, 2.67058, 0.58884], [-1.30532, -1.76274, -4.30813], [2.45929, 1.26066, -4.55816], [-0.15682, 1.83191, -6.05140], [-0.95537, -0.96868, 4.22137], [-1.30246, 4.59286, -2.14816], [-0.25823, 0.21464, 0.15504], [-1.23678, 4.27249, 1.17623], [-2.67299, -3.56242, 1.82924], [-0.23716, -1.65235, -5.27370], [1.26519, 1.75378, 4.09112], [6.73010, 0.80854, 4.61908], [-4.66243, -2.14332, 3.02920], [-3.95864, -2.31549, 0.19198], [0.37428, -0.08000, 2.27796], [2.79978, -3.21640, 0.06895], [-2.29911, 0.57160, -5.14523], [1.38906, -1.68106, 5.45316], [3.33936, -2.54340, 5.35596], [-3.07444, -2.01684, -5.83019], [4.82577, 0.45444, 3.61516], [2.09074, -4.72796, 2.00665], [1.27554, 0.85001, -6.53229], [-0.33649, -5.03019, 2.67394], [4.84421, -0.65473, 0.18860], [-1.86806, -1.31462, 1.06368], [2.50057, 3.76874, -3.72838], [-3.69656, -0.27043, -0.04828], [1.40358, -2.90070, 0.17453], [1.57125, -0.90856, 4.24417], [-2.78384, 3.00723, -0.99205], [-5.78305, -0.82026, -0.46803], [2.42331, 3.23399, -1.38506], [-0.07554, -3.86852, 3.93692], [0.89038, -1.62775, -0.32496], [2.73899, -1.96939, 6.06757], [-1.83072, 0.20651, -6.06197], [2.70898, -2.56480, 6.97790], [-0.50989, 2.03143, 4.16431], [1.24167, 2.75124, -3.80309], [4.14410, -0.39426, 3.51148], [0.30801, 1.38551, 4.46649], [0.97230, -2.90316, 1.74937], [3.19996, 3.25118, -2.13885], [-2.78105, -2.64120, -4.99086], [-0.56719, 4.60943, -2.95135], [-2.90484, 4.99295, 0.72639], [0.43953, -4.60097, 3.31023], [-3.54136, -2.64089, -4.21775], [-3.82352, 0.63489, -5.17842], [0.86258, -2.62736, 5.33049], [3.41262, 3.43758, -4.79327], [-4.21446, 1.50594, -5.70782], [1.40483, 2.58826, -6.40592], [-2.31491, 4.26685, 1.28143], [0.75596, -5.44615, 3.92465], [0.54729, -4.11137, -1.57153], [0.19384, -0.25538, 3.70150], [-3.97096, -1.37030, 2.70714], [-2.25167, 4.98113, -2.52954], [6.01494, 0.01043, 4.42200], [5.28893, 0.97081, 2.36968], [0.81802, 0.75387, -3.98851], [-4.52261, -0.58679, 2.19052], [3.87504, -0.31016, 0.54461], [3.55047, 2.24712, -2.38054], [1.39677, 1.50178, -4.52515], [-2.69218, 4.33941, 2.30055], [-2.94738, -2.20694, 1.45035], [-0.65173, 3.10954, -0.83871], [4.17415, 1.33770, 1.22683], [6.49243, -0.78977, 3.85333], [0.79106, -1.09252, 6.15233], [3.19668, -0.21701, -0.30087], [-1.12401, -0.06104, -1.12466], [-3.26257, -0.97839, 3.43028], [-3.84474, -1.14540, -1.48884], [-6.23830, -1.71302, -0.90670], [3.48587, -1.04995, 1.23660], [0.46961, -5.11435, -0.08987], [-1.89965, 1.57253, -4.98449], [-4.28942, -0.22667, -5.65085], [4.08434, 3.85700, -1.96559], [2.36535, -3.50067, 3.15719], [-0.72410, -3.79288, -0.39737], [3.04179, 1.89492, 1.91055], [-4.23422, 2.37226, 0.90301], [-4.13958, 0.72811, -4.13950], [4.27797, 1.26271, 4.10918], [-2.45996, -3.62359, -5.32039]],
  "forces_ev_per_angstrom": [[-0.11, 0.24, 0.32], [-0.06, 0.42, -0.25], [0.59, 0.18, -0.64], [0.20, -0.30, 0.22], [-1.39, -0.54, 0.44], [0.14, -1.18, 0.26], [0.48, -1.73, -0.29], [-0.25, -0.20, 0.00], [0.80, -0.66, 0.77], [-0.17, -0.02, 0.05], [0.50, 0.92, 0.06], [0.06, 0.51, 0.02], [1.53, 0.58, -0.77], [-0.03, 0.06, -0.04], [-0.30, -0.47, 0.49], [0.82, -1.21, 0.29], [-0.22, -0.21, -0.06], [0.60, -0.55, 0.40], [-0.43, 1.35, -1.73], [-0.70, 0.17, -0.32], [-0.10, -0.27, 0.18], [0.08, -0.05, -0.02], [1.18, 0.50, -0.79], [-0.86, 0.71, -0.09], [0.24, -0.31, -1.16], [0.02, 0.43, 0.00], [0.11, 0.84, -0.19], [-1.02, -0.06, 0.49], [-0.11, 0.20, -0.10], [-0.02, 0.06, -0.31], [0.11, 0.08, 0.43], [0.70, -0.09, 1.10], [-0.07, -0.04, 0.16], [-1.04, 0.20, -0.29], [-0.60, -0.04, -0.57], [0.10, -0.25, 1.82], [0.07, 0.07, 0.03], [-0.19, -0.26, -0.17], [-0.52, 0.54, 0.89], [-0.17, 0.40, -0.62], [-0.39, 0.00, -0.16], [0.20, 0.27, -0.41], [0.03, 0.11, -0.01], [-0.16, -0.52, 0.61], [-0.54, 0.62, 0.75], [-0.27, 0.02, 0.18], [-1.18, 0.07, 1.55], [-1.37, -0.08, -0.82], [-0.61, -0.42, 1.92], [0.54, -1.35, -0.51], [0.11, 0.22, 0.14], [-0.01, -0.14, 0.05], [0.45, -0.17, 0.68], [0.73, 0.14, -0.63], [-0.14, -0.08, 0.00], [-0.48, 0.03, 0.00], [-0.14, -0.21, -0.09], [0.19, 0.68, 0.39], [-0.06, 0.05, -0.40], [0.77, -0.75, -0.52], [0.79, 0.07, -1.77], [0.13, -0.28, -1.76], [1.40, 1.22, 0.04], [0.02, -0.18, 0.06], [0.50, 0.17, -0.30], [-0.54, 0.05, 0.69], [0.05, -0.13, 0.06], [0.09, 0.29, -0.08], [-0.10, 0.24, -0.70], [-0.41, 0.31, 0.56], [0.30, 0.06, -0.04], [0.05, 0.08, 0.13], [-1.29, -1.25, -0.06], [0.37, 0.26, 0.12], [-0.05, -0.14, 0.01], [-0.30, 0.52, 1.27], [0.64, -0.64, -1.37], [0.02, -0.29, -0.30], [0.35, -0.07, -0.18], [-0.45, 0.12, -1.42], [0.06, 0.02, 0.08], [0.16, 0.16, 0.07], [0.22, 0.51, -0.17], [-0.05, -0.11, 0.36], [0.06, 0.82, -1.07], [0.41, -0.29, 0.17], [-1.11, 0.20, -0.61], [-0.40, -0.49, 0.29], [0.93, -0.62, 0.68], [0.27, 0.00, 0.31], [-0.03, 0.03, -0.04], [-0.06, 0.19, 0.06], [0.58, 0.65, 0.29], [-0.23, -0.13, 0.28], [-0.36, -0.27, -0.13], [-0.20, 0.13, -0.08], [-0.08, 0.37, 0.39], [0.16, 0.09, 0.15], [0.13, -0.17, 0.42], [0.04, -0.17, 0.19], [-0.22, 0.21, 0.34], [-0.36, 0.23, 0.29], [0.10, 0.17, 0.27], [-0.12, -0.33, -0.13], [1.20, 0.19, -0.20], [-0.24, -0.11, -0.03], [-0.04, -0.13, 0.07], [-0.03, -0.06, 0.10]],
  "e_above_lowest_kj_mol": 0.00,
  "lumo_ev": -3.209,
  "charge": 1,
  "largest_force_ev_per_a": 2.2,
  "gap_ev": 9.4,
  "energy_ha": -6295.31744
}